[1]
Here is a single C4H7NO molecule at a distorted geometry from the OMol25 dataset. Energies are from ωB97M-V/def2-TZVPD.

The geometry in XYZ format:
```
13
Properties=species:S:1:pos:R:3:forces:R:3
O -1.27509 1.21645 -1.86624 0.21 -0.30 0.31
N 0.45113 -0.21139 -1.16832 0.30 0.67 -0.42
C -1.18894 -0.00433 0.29978 0.00 -0.34 -0.14
C 1.18523 -0.17416 0.09544 0.21 0.03 0.03
C -0.72854 0.53504 -1.03245 0.30 -0.23 -0.48
C 0.06407 -0.08085 1.17247 0.11 -0.01 0.00
H 1.80379 0.72978 0.11063 0.12 -0.17 0.22
H 0.91530 -0.27408 -2.05573 0.25 0.46 -0.06
H -1.16289 -1.00892 -0.17702 -1.66 -0.05 1.34
H 0.22122 0.77909 1.83150 -0.14 -0.06 -0.23
H 1.83278 -1.04306 0.23737 -0.13 0.06 -0.15
H 0.01737 -0.97033 1.80911 0.14 0.17 -0.12
H -2.11961 0.36009 0.74448 0.29 -0.21 -0.31
```
Forces are in eV/Å.

Output
Gap between HOMO and LUMO = 10.203 eV
ΔE to the lowest compared entry with this formula, charge and spin = 24.1 kcal/mol
E_HOMO = -9.34 eV
SMILES = O=C1CCCN1

Here are the Löwdin charges for atoms 1 to 6, given in e: atom 1 (O): 0.0854, atom 2 (N): 0.0117, atom 3 (C): -0.1001, atom 4 (C): -0.1751, atom 5 (C): -0.4908, atom 6 (C): -0.1604

---

[2]
Here is 2 unconnected molecules or ions with the total composition C4H7NO from the OMol25 dataset. Energies are from ωB97M-V/def2-TZVPD.

The geometry in XYZ format:
```
13
Properties=species:S:1:pos:R:3:forces:R:3
O 1.62797 -0.06278 0.97803 0.09 0.12 0.08
N -1.15300 1.71729 -0.10761 -0.25 -0.59 0.27
C -1.55692 0.66470 0.37948 0.09 0.27 -0.13
C 1.58566 0.01358 -0.38136 -0.09 -0.13 -0.42
C -2.02009 -0.43396 0.92196 0.03 0.14 -0.04
C 0.85204 -0.82368 -1.10802 0.13 0.07 0.13
H -0.31953 1.55490 -0.67976 -0.09 0.07 0.02
H -2.73511 -1.04782 0.38746 0.05 0.13 0.07
H 0.82022 -0.73381 -2.18711 0.10 0.00 0.14
H 2.14649 0.67000 1.32692 -0.06 -0.11 -0.02
H 0.25931 -1.59520 -0.62796 0.09 0.10 -0.08
H -1.65405 -0.75104 1.89089 -0.05 0.06 -0.11
H 2.18199 0.80532 -0.83660 -0.06 -0.12 0.08
```
Forces are in eV/Å.

Output
Gap between HOMO and LUMO = 9.723 eV
ΔE to the lowest compared entry with this formula, charge and spin = 67.8 kcal/mol
E_HOMO = -9.01 eV
SMILES = C=C=N.C=CO

Here are the Löwdin charges for atoms 1 to 6, given in e: atom 1 (O): -0.0054, atom 2 (N): 0.1368, atom 3 (C): -0.2913, atom 4 (C): -0.3165, atom 5 (C): -0.0146, atom 6 (C): -0.0061